# 1
{
  "formula": "C10H15N2O",
  "method": "ωB97M-V/def2-TZVPD",
  "species": ["C", "C", "C", "C", "C", "C", "C", "C", "C", "C", "N", "N", "O", "H", "H", "H", "H", "H", "H", "H", "H", "H", "H", "H", "H", "H", "H", "H"],
  "coordinates": [[-1.7152, 1.1229, 2.9605], [-1.4768, 2.3918, 2.4876], [-1.3712, 0.0859, 2.1480], [-0.7679, 2.6599, 1.3254], [-0.6370, 0.2957, 0.9437], [0.0159, -0.6815, -2.5056], [1.4646, -0.7944, -2.5746], [-0.6296, -1.3596, -1.2709], [2.0389, -0.2717, -1.2173], [0.0732, -1.2459, 0.1085], [-0.3202, 1.5615, 0.6294], [1.4738, -1.0175, -0.1435], [-0.2609, -2.2371, 0.9340], [-2.3686, 0.9083, 3.8566], [-1.8119, 3.3080, 2.9546], [-1.9405, -0.8663, 2.2724], [-0.2583, 3.6012, 1.2102], [-0.2519, 0.4196, -2.5179], [-0.5451, -1.1492, -3.3602], [2.0381, -1.7671, -2.7736], [1.7849, -0.1514, -3.4180], [-1.6811, -1.1466, -0.9280], [-0.6218, -2.5082, -1.3911], [3.0549, -0.4256, -1.0588], [1.9479, 0.9316, -1.1265], [1.8813, -0.9537, 0.7797], [0.4895, 1.7434, 0.0451], [0.3950, -2.4542, 1.6303]],
  "mulliken_charge": [-0.282, -0.344, -0.418, -0.413, 0.202, -0.465, -0.580, -0.887, -0.528, 0.562, 0.164, -0.298, -0.477, 0.363, 0.369, 0.348, 0.394, 0.221, 0.334, 0.283, 0.332, 0.335, 0.389, 0.480, 0.064, 0.306, 0.175, 0.370],
  "largest_force_ev_per_a": 4.7,
  "homo_energy_ev": -12.62,
  "molar_mass_da": 179.24,
  "total_charge": 1,
  "relative_energy_kj_mol": 112.29,
  "orbital_gap_ha": 0.31107
}



# 2
{
  "formula": "C4H19N2O6",
  "method": "ωB97M-V/def2-TZVPD",
  "species": ["N", "C", "C", "C", "O", "C", "N", "O", "H", "H", "H", "H", "H", "H", "H", "H", "H", "H", "H", "H", "H", "O", "H", "H", "O", "H", "H", "O", "H", "H", "O"],
  "coordinates": [[1.1758, 1.2339, -1.8484], [0.9871, -0.1812, -1.4376], [-0.5228, -0.4571, -1.1714], [-1.1880, -1.3355, -2.2054], [-1.2036, 0.8001, -1.1991], [1.9887, -0.3369, -0.2683], [1.6803, -1.1510, 0.7343], [3.0502, 0.2601, -0.3933], [1.0088, 1.3778, -2.8374], [2.1605, 1.4455, -1.6478], [0.5027, 1.8118, -1.3350], [1.3267, -0.7718, -2.2786], [-0.6499, -0.8148, -0.1591], [-1.6318, -0.7392, -3.0035], [-2.0459, -1.8155, -1.7402], [-0.5554, -2.0845, -2.6648], [-1.2930, 1.1952, -0.3179], [0.7184, -1.3846, 0.9540], [2.3524, -1.2855, 1.4732], [-1.7834, -2.5047, 1.0816], [-1.2598, -2.8311, 2.4175], [-0.9842, -2.3689, 1.6104], [-3.7142, -0.3978, 0.5787], [-2.6404, -0.7684, 1.6727], [-3.4011, -1.0944, 1.1644], [1.4870, 1.7556, 3.0599], [0.0558, 1.3398, 3.5375], [0.6354, 1.4140, 2.7760], [-0.3499, 2.5054, 1.5241], [-1.3302, 3.4989, 0.8084], [-0.7441, 2.7467, 0.6708]],
  "mulliken_charge": [-0.160, -0.388, 1.482, -1.691, -0.713, 0.455, -0.193, -0.693, 0.374, 0.350, 0.244, 0.464, -0.405, 0.400, 0.364, 0.430, 0.329, 0.127, 0.300, 0.304, 0.306, -0.670, 0.311, 0.315, -0.643, 0.301, 0.301, -0.633, 0.353, 0.305, -0.629],
  "largest_force_ev_per_a": 1.2,
  "homo_energy_ev": -13.87,
  "molar_mass_da": 191.20,
  "total_charge": 1,
  "relative_energy_kj_mol": 31.54,
  "orbital_gap_ha": 0.40615
}



# 3
{
  "formula": "C3H11NO3",
  "method": "ωB97M-V/def2-TZVPD",
  "species": ["C", "N", "C", "C", "O", "H", "H", "H", "H", "H", "H", "H", "H", "H", "O", "H", "H", "O"],
  "coordinates": [[0.7062, 1.3757, 0.9639], [-0.0826, 0.6531, 0.1533], [-1.5413, 0.6556, 0.3139], [-2.0092, -0.6101, 0.9694], [1.8618, 1.2002, 1.3444], [0.1744, 2.1791, 1.4995], [0.2477, -0.0871, -0.4519], [-1.8836, 1.5355, 0.8677], [-1.9416, 0.6524, -0.6991], [-3.0718, -0.7130, 1.2135], [-1.7884, -1.4442, 0.2767], [-1.4590, -0.8870, 1.8805], [2.4827, 0.4269, -0.2305], [2.8220, 0.7802, -1.6692], [2.4783, 0.0843, -1.1291], [1.4599, -1.3114, -1.8054], [0.7200, -2.5181, -1.3536], [0.8243, -1.9722, -2.1443]],
  "mulliken_charge": [0.182, 0.114, -0.420, -1.035, -0.649, 0.261, 0.086, 0.354, 0.260, 0.337, 0.266, 0.303, 0.341, 0.290, -0.693, 0.349, 0.320, -0.667],
  "largest_force_ev_per_a": 2.0,
  "homo_energy_ev": -10.20,
  "molar_mass_da": 109.12,
  "total_charge": 0,
  "relative_energy_kj_mol": 71.26,
  "orbital_gap_ha": 0.40461
}



# 4
{
  "formula": "H26O13Xe",
  "method": "ωB97M-V/def2-TZVPD",
  "species": ["Xe", "O", "H", "H", "O", "H", "H", "O", "H", "H", "O", "H", "H", "O", "H", "H", "O", "H", "H", "O", "H", "H", "O", "H", "H", "O", "H", "H", "O", "H", "H", "O", "H", "H", "O", "H", "H", "O", "H", "H"],
  "coordinates": [[0.1582, -0.3150, 0.0989], [-2.8197, -0.5477, 2.1738], [-2.8700, -0.9971, 1.3302], [-2.5700, 0.3496, 1.9532], [2.5881, 1.0073, 2.1566], [3.2127, 1.3942, 1.5430], [2.9993, 1.1108, 3.0148], [-0.3942, -1.5933, -3.8142], [0.4751, -1.2172, -3.6756], [-0.5541, -1.4890, -4.7522], [-0.4582, -3.8421, 0.1122], [-0.5775, -3.8049, 1.0612], [0.4761, -4.0139, -0.0056], [0.9788, 3.0252, -1.1343], [0.6137, 3.4392, -0.3523], [1.1036, 3.7462, -1.7515], [-2.4267, 2.1530, 1.3087], [-2.9700, 2.8809, 1.6108], [-2.6304, 2.0722, 0.3769], [-2.6892, 1.6971, -1.5609], [-3.4260, 2.3061, -1.6105], [-2.0416, 2.0539, -2.1687], [-0.0053, 2.2254, 2.7942], [-0.6570, 2.2102, 2.0932], [0.7770, 1.8365, 2.4030], [3.9031, 0.2786, -1.2237], [3.1651, 0.2699, -1.8333], [3.8785, 1.1504, -0.8294], [-0.7454, -2.4859, 2.6570], [-0.3204, -2.3588, 3.5052], [-1.3508, -1.7487, 2.5790], [-2.1860, -3.0429, -1.7190], [-1.6748, -2.3751, -2.1761], [-1.6030, -3.3616, -1.0300], [1.5555, 0.5470, -3.1410], [1.4737, 1.1394, -3.8884], [1.1093, 1.0001, -2.4256], [2.4663, -1.7817, 2.2374], [2.4132, -0.8278, 2.1773], [1.6231, -2.0904, 1.9057]],
  "mulliken_charge": [0.048, -0.733, 0.317, 0.397, -0.679, 0.244, 0.284, -0.583, 0.322, 0.266, -0.645, 0.298, 0.289, -0.505, 0.278, 0.266, -0.661, 0.266, 0.352, -0.649, 0.304, 0.310, -0.639, 0.362, 0.388, -0.625, 0.362, 0.283, -0.583, 0.307, 0.361, -0.654, 0.261, 0.422, -0.593, 0.277, 0.216, -0.645, 0.426, 0.287],
  "largest_force_ev_per_a": 1.0,
  "homo_energy_ev": -9.74,
  "molar_mass_da": 365.49,
  "total_charge": 0,
  "relative_energy_kj_mol": 87.76,
  "orbital_gap_ha": 0.33773
}



# 5
{
  "formula": "C20H21NO4",
  "method": "ωB97M-V/def2-TZVPD",
  "species": ["C", "H", "O", "C", "C", "C", "C", "C", "C", "H", "C", "C", "C", "O", "N", "H", "C", "H", "H", "C", "C", "C", "C", "C", "C", "C", "H", "H", "O", "C", "C", "H", "O", "H", "H", "H", "H", "H", "H", "H", "H", "H", "H", "H", "H", "H"],
  "coordinates": [[-7.6755, -0.3951, -0.3473], [-8.4700, 0.3391, -0.4709], [-6.4909, 0.3481, -0.1950], [-5.3200, -0.3237, -0.0120], [-5.1904, -1.7076, 0.0236], [-3.9364, -2.2697, 0.2115], [-2.8161, -1.4830, 0.3714], [-2.9298, -0.0896, 0.3451], [-4.1868, 0.4710, 0.1440], [-4.3137, 1.5427, 0.1149], [-1.7887, 0.7986, 0.5091], [-0.5662, 0.4448, 0.9136], [0.5771, 1.3639, 1.1109], [1.4474, 1.1358, 1.9297], [0.5646, 2.4900, 0.3439], [-0.0901, 2.5296, -0.4214], [1.7366, 3.3215, 0.2246], [2.3282, 3.1543, 1.1269], [1.4318, 4.3710, 0.1751], [2.5671, 2.9448, -1.0177], [2.9162, 1.4858, -0.9450], [4.0058, 1.0682, -0.1992], [4.2692, -0.2804, -0.0153], [3.4372, -1.2357, -0.6062], [2.3440, -0.8177, -1.3511], [2.0833, 0.5285, -1.5122], [1.2241, 0.8331, -2.0926], [1.7064, -1.5682, -1.7909], [3.6644, -2.5846, -0.4807], [4.9439, -2.8920, 0.0243], [5.2846, -1.9733, 1.1971], [6.2648, -2.2090, 1.6141], [5.3446, -0.6353, 0.7587], [4.5152, -2.0776, 1.9741], [4.9126, -3.9381, 0.3334], [5.6986, -2.7633, -0.7645], [4.6606, 1.7815, 0.2757], [1.9850, 3.1508, -1.9189], [3.4677, 3.5587, -1.0361], [-0.3413, -0.5716, 1.2004], [-2.0036, 1.8418, 0.3078], [-1.8521, -1.9455, 0.5067], [-3.8432, -3.3456, 0.2317], [-6.0460, -2.3532, -0.0949], [-7.6369, -1.0375, -1.2331], [-7.8834, -1.0063, 0.5369]],
  "mulliken_charge": [-0.850, 0.244, -0.411, 0.582, -0.500, -0.854, -0.793, 1.046, -0.545, 0.391, 0.076, -0.610, 0.213, -0.640, -0.092, 0.250, -0.867, 0.405, 0.394, -1.228, 0.544, -0.549, 0.486, 0.616, -0.922, -0.405, 0.401, 0.446, -0.465, -0.449, -0.445, 0.334, -0.460, 0.286, 0.341, 0.279, 0.430, 0.362, 0.415, 0.398, 0.391, 0.304, 0.370, 0.390, 0.343, 0.348],
  "largest_force_ev_per_a": 0.7,
  "homo_energy_ev": -8.07,
  "molar_mass_da": 339.39,
  "total_charge": 0,
  "relative_energy_kj_mol": 286.85,
  "orbital_gap_ha": 0.30934
}



# 6
{
  "formula": "C22H41Al2BBeBr2ClF11N4NaNbO8S",
  "method": "ωB97M-V/def2-TZVPD",
  "species": ["C", "C", "C", "Nb", "Br", "C", "C", "C", "Br", "C", "C", "O", "C", "O", "C", "C", "C", "C", "C", "N", "O", "C", "C", "H", "H", "H", "H", "H", "H", "H", "H", "H", "H", "H", "H", "H", "H", "H", "H", "H", "H", "H", "H", "H", "H", "H", "H", "H", "H", "H", "H", "H", "H", "H", "Be", "Cl", "B", "F", "F", "F", "F", "Na", "Al", "C", "O", "N", "N", "H", "H", "H", "H", "O", "H", "F", "Al", "F", "F", "F", "C", "F", "F", "F", "S", "O", "O", "O", "N", "C", "C", "C", "C", "H", "H", "H", "H", "H"],
  "coordinates": [[3.9576, 3.4073, -0.8842], [2.6024, 2.8172, -0.5969], [1.9208, 1.6625, -1.5811], [-0.0209, 2.4746, -2.5224], [0.9165, 4.9254, -1.9300], [-0.8424, 0.3953, -2.9688], [-2.3259, 0.0818, -2.3466], [-3.3404, -0.5984, -3.4885], [-4.8837, 0.5843, -3.9460], [-0.9302, 2.4217, -0.4215], [-0.5834, 1.0582, 0.4338], [0.5775, 1.1810, 1.3365], [0.9375, -0.2394, 1.6601], [-0.0378, -1.0487, 2.1494], [2.4448, -0.8725, 1.5122], [2.6908, -1.7217, 0.1168], [-1.9457, 3.5340, -3.2094], [-1.9038, 4.0491, -4.7666], [-0.9105, 5.2625, -5.3377], [-2.7912, 3.4605, -5.6599], [0.8441, 2.7209, -4.4261], [1.4942, 1.5122, -4.9369], [0.7824, 0.8474, -6.2659], [4.9734, 2.8369, -0.6932], [4.0117, 4.5049, -1.3254], [2.0401, 3.2545, 0.3533], [1.7459, 0.6356, -1.0484], [2.7418, 1.4591, -2.4226], [-0.0490, -0.4050, -2.5794], [-0.9149, 0.2020, -4.1407], [-2.1846, -0.7756, -1.5283], [-2.8603, 0.9865, -1.8383], [-2.7264, -0.9734, -4.4399], [-3.8079, -1.5924, -3.0230], [-0.5309, 3.3333, 0.2005], [-2.1009, 2.5603, -0.5144], [-0.4173, 0.1005, -0.2197], [-1.5367, 0.8481, 1.1200], [2.5709, -1.6471, 2.4105], [3.2861, -0.0475, 1.6463], [3.1673, -0.9928, -0.6933], [3.5317, -2.5387, 0.3283], [1.7123, -2.1710, -0.3446], [-2.8394, 2.7796, -3.0381], [-2.1989, 4.4394, -2.4770], [0.0882, 5.3493, -4.7267], [-0.5891, 4.9869, -6.4536], [-1.4309, 6.3103, -5.3647], [-3.3842, 2.7336, -5.1775], [2.5852, 1.8456, -5.2920], [1.6607, 0.6536, -4.1630], [1.0263, -0.3199, -6.2118], [-0.3757, 1.0085, -6.3105], [1.2668, 1.2309, -7.2640], [2.4163, -3.7615, -1.1990], [0.0163, -0.5979, 4.4792], [-1.7837, -4.2300, -0.1975], [-2.8465, -3.4909, -0.8591], [-1.7656, -5.5978, -0.6898], [-0.5055, -3.5969, -0.4788], [-2.0170, -4.2344, 1.2374], [-2.3837, -3.0251, -3.4779], [-0.2837, 1.7507, 4.3366], [3.0036, 0.2706, 7.7486], [3.6818, 0.9809, 8.4740], [2.4470, 0.7167, 6.6081], [2.7522, -1.0217, 8.0249], [1.8855, 0.1471, 5.9979], [2.6117, 1.6842, 6.3630], [3.1527, -1.3974, 8.8746], [2.1961, -1.6223, 7.4400], [2.9009, -1.2339, -6.6205], [3.7318, -1.4379, -7.0094], [-0.2958, -9.1738, 0.7365], [-0.2837, -9.2756, -1.0615], [-0.0719, -10.9919, -1.5643], [1.0759, -8.2881, -1.7095], [-1.8429, -8.6485, -1.7088], [-1.2422, 6.6926, 4.5791], [-0.6095, 7.6133, 5.3754], [-1.2097, 5.5120, 5.2771], [-2.5606, 7.0706, 4.5483], [-0.4820, 6.5558, 2.8775], [0.9118, 6.1476, 3.1012], [-0.6025, 7.8948, 2.2842], [-1.2746, 5.5393, 2.1726], [-1.9414, -5.2847, 3.8322], [-1.3279, -4.4811, 4.7576], [-1.3355, -5.1411, 5.9661], [-1.9708, -6.3891, 5.7610], [-2.3321, -6.4526, 4.4339], [-2.0828, -5.0527, 2.8576], [-0.9408, -3.5104, 4.4780], [-0.9266, -4.7648, 6.8949], [-2.1452, -7.1590, 6.5016], [-2.8336, -7.2263, 3.8680]],
  "mulliken_charge": [-0.376, -0.277, 0.269, -0.378, -0.184, 0.024, 0.227, -0.888, -0.157, -0.673, 0.242, -0.443, 0.567, -0.443, -0.475, -0.875, -0.473, 0.666, -0.815, -0.771, -0.572, 0.164, -0.997, 0.311, 0.282, 0.565, -0.485, 0.597, 0.147, 0.146, -0.032, 0.301, 0.331, 0.268, 0.181, 0.344, -0.196, 0.394, 0.339, 0.285, 0.445, 0.282, 0.337, 0.175, 0.428, 0.132, 0.248, 0.323, 0.223, 0.332, -0.030, 0.294, 0.235, 0.330, 0.502, -0.463, 0.380, -0.351, -0.357, -0.295, -0.519, 0.894, 0.523, 0.562, -0.658, -0.174, -0.346, 0.130, 0.155, 0.209, 0.166, -0.575, 0.249, -0.491, 0.954, -0.462, -0.496, -0.484, 0.540, -0.208, -0.204, -0.220, 1.155, -0.615, -0.617, -0.558, 0.181, -0.053, -0.601, -0.372, -0.403, 0.394, 0.435, 0.388, 0.411, 0.403],
  "largest_force_ev_per_a": 9.9,
  "homo_energy_ev": -8.62,
  "molar_mass_da": 1115.58,
  "total_charge": 0,
  "orbital_gap_ha": 0.05296
}



> What is the formula in the second record?

C4H19N2O6